Formula: C38H42F2N6O9S2
Source: the OMol25 dataset
Level of theory: the ωB97M-V functional and the def2-TZVPD basis

Atoms and positions in Å:
S -3.902 -3.204 1.572
S -1.776 2.150 6.366
F 1.253 3.058 2.122
F -2.529 3.561 -0.109
O -6.710 -2.918 -1.370
O 6.545 2.870 -2.346
O 1.936 -3.618 0.403
O 3.025 5.124 -0.577
O 5.204 3.916 -3.686
O -0.661 4.233 2.469
O -3.385 2.390 1.645
O 2.470 -5.160 -1.020
O -7.633 -4.217 -2.835
N 6.314 3.694 -3.220
N 2.177 -4.781 0.105
N -1.054 2.152 1.454
N -2.034 0.444 6.306
N -7.588 -3.186 -2.180
N -1.524 2.433 4.704
C 1.168 -0.329 -0.687
C -1.518 -0.372 1.799
C -2.057 -1.393 4.272
C -1.892 -1.602 2.728
C -9.685 -2.477 -3.278
C 1.762 -5.396 2.462
C 1.838 5.273 -1.396
C -5.003 -2.061 2.540
C -8.655 -2.202 -2.380
C -6.524 -1.966 1.999
C 7.219 5.428 -4.730
C -2.122 -3.097 2.202
C -10.685 -1.531 -3.481
C 9.584 5.891 -4.778
C -1.909 0.016 4.938
C 4.570 3.227 0.158
C 8.728 4.216 -3.270
C 8.297 6.142 -5.244
C 2.114 -5.785 1.170
C 2.378 -8.060 1.901
C -1.334 -0.696 0.233
C 3.027 1.114 0.527
C 3.846 4.005 -1.059
C 4.468 1.605 0.016
C 2.417 -7.114 0.881
C -0.151 3.173 2.009
C -9.623 -0.055 -1.892
C 2.603 -0.366 0.052
C 9.800 4.933 -3.792
C 7.442 4.464 -3.748
C -1.360 1.062 2.411
C 1.724 -6.349 3.474
C -10.650 -0.322 -2.793
C -8.620 -0.996 -1.680
C 2.035 -7.677 3.194
C 0.099 -1.404 -0.096
C -2.344 2.717 1.012
C -1.581 1.209 3.953
H -2.205 -1.392 -0.054
H -2.065 -3.881 3.051
H 2.012 -8.417 3.989
H 3.424 -0.902 -0.547
H 0.506 -2.001 0.788
H -1.402 -3.415 1.374
H 5.257 1.189 0.753
H 2.685 -7.426 -0.123
H -7.826 -0.776 -0.976
H 1.345 4.254 -1.627
H 4.687 4.489 -1.680
H -6.602 -1.662 0.885
H -1.484 0.279 -0.356
H -0.072 -2.169 -0.950
H 6.221 5.631 -5.104
H -9.602 0.889 -1.357
H 1.038 5.877 -0.821
H 5.651 3.593 0.220
H -9.722 -3.414 -3.823
H 2.454 -0.986 1.021
H -11.490 -1.735 -4.180
H 2.246 1.900 0.201
H -4.579 -0.984 2.508
H 8.910 3.471 -2.503
H -7.056 -1.108 2.571
H 3.052 1.132 1.685
H 8.134 6.892 -6.010
H 2.619 -9.096 1.688
H 1.303 -0.534 -1.820
H 10.424 6.445 -5.187
H 3.266 3.292 -1.740
H 1.454 -6.057 4.484
H -7.156 -2.907 2.229
H 10.806 4.742 -3.432
H 4.051 3.532 1.132
H 2.041 5.839 -2.389
H -2.294 -2.308 4.929
H 4.766 1.234 -1.023
H 0.645 0.700 -0.604
H 1.520 -4.364 2.694
H -5.076 -2.430 3.634
H -11.428 0.418 -2.960

E, eV: -94542.9330
LUMO level, Ha: -0.0507
Structure (SMILES): CCSCc1cc2nsnc2c(N(C(=O)F)C(=O)F)c1CCCCCCCCOC.O=[N+]([O-])c1ccccc1.O=[N+]([O-])c1ccccc1.O=[N+]([O-])c1ccccc1
HOMO-LUMO gap, eV: 7.189
HOMO, eV: -8.57